[1]
21
Properties=species:S:1:pos:R:3 method="wB97M-V/def2-TZVPD" e_lumo_ha=-0.110 largest_force_ev_per_a=0.6 relative_energy_ev=1.8794 e_homo_ev=-13.119 total_charge=+1 orbital_gap_ha=0.372 spin_multiplicity=1
O -0.73936 -1.17550 -1.57402
C -1.49362 -0.80176 -0.68736
C -2.82936 -0.19612 -0.98731
N -3.61286 -0.02232 0.22736
H -1.17925 -0.92492 0.36145
H -2.61499 0.78742 -1.41537
H -3.29827 -0.79538 -1.77566
H -4.36401 0.63526 0.05594
H -4.06401 -0.89026 0.49523
C 2.16651 1.30247 2.07523
C 1.97959 0.87321 0.66096
C 2.11435 -0.37058 0.23919
N 1.86827 -0.69483 -1.18118
H 2.42367 0.45926 2.71545
H 2.94593 2.05949 2.14709
H 1.24458 1.73528 2.46847
H 1.73259 1.65353 -0.05561
H 2.34849 -1.23763 0.83761
H 2.05542 0.09025 -1.80234
H 2.45951 -1.46755 -1.49077
H 0.85682 -1.01932 -1.31436

=====

[2]
21
Properties=species:S:1:pos:R:3 method="wB97M-V/def2-TZVPD" e_lumo_ha=-0.111 largest_force_ev_per_a=5.9 relative_energy_ev=2.9593 e_homo_ev=-13.365 smiles="C[NH2+]CC[C@@H](N)C=O" total_charge=+1 orbital_gap_ha=0.380 spin_multiplicity=1
O 1.08638 2.10530 -2.37164
C 0.08114 1.75349 -1.80172
C 0.03988 0.29539 -1.11418
C 0.96361 0.19129 0.04830
C 0.87996 -1.01136 0.95239
C -0.79990 -1.30101 2.81333
N -0.44843 -1.48134 1.28687
N -1.36724 0.01622 -0.65841
H -0.71736 2.35977 -1.63387
H 0.16395 -0.51159 -1.96924
H 0.84596 1.17934 0.72420
H 1.97126 0.26371 -0.21241
H 1.41303 -0.87586 1.99099
H 1.51419 -1.85676 0.57070
H -1.74752 -1.92918 2.92781
H -1.04447 -0.22197 3.22474
H -0.01377 -1.65573 3.58018
H -0.52150 -2.49967 1.15951
H -1.11675 -1.02306 0.59651
H -1.79964 0.83168 -0.28785
H -1.91690 -0.21399 -1.48606

=====

[3]
21
Properties=species:S:1:pos:R:3 method="wB97M-V/def2-TZVPD" e_lumo_ha=-0.118 largest_force_ev_per_a=5.1 relative_energy_ev=3.2791 e_homo_ev=-13.452 smiles="C=C(N)C[C@H]([NH3+])CO" total_charge=+1 orbital_gap_ha=0.376 spin_multiplicity=1
C 0.80860 0.81789 1.90049
O 1.00954 -0.25330 2.86703
C 0.66710 0.26884 0.46292
C -0.94218 -0.06334 0.20157
C -1.07385 0.04680 -1.35541
C -2.00229 0.79840 -1.92398
N 0.08063 -0.47824 -2.03770
N 1.40733 -1.08246 0.44923
H -0.02895 1.54687 2.00742
H 1.67383 1.53132 1.90064
H -0.01667 -0.52674 2.89531
H 0.99306 0.87540 -0.44023
H -1.66578 0.55704 0.71473
H -0.90048 -1.13731 0.55456
H -2.19785 1.00838 -2.94649
H -2.79434 1.17102 -1.25762
H 0.53699 0.27240 -2.68838
H -0.21300 -1.22108 -2.69232
H 1.43801 -1.42328 1.46829
H 2.37693 -0.92096 -0.00439
H 0.84336 -1.78767 -0.07566

=====

[4]
22
Properties=species:S:1:pos:R:3 method="wB97M-V/def2-TZVPD" e_lumo_ha=0.127 largest_force_ev_per_a=0.7 relative_energy_ev=0.6656 e_homo_ev=-2.601 total_charge=-1 orbital_gap_ha=0.222 spin_multiplicity=1
C -0.24424 1.47370 -1.63838
O 0.68299 2.00102 -2.44063
C -0.46586 -0.04388 -1.89438
C -1.45267 -0.78791 -0.98893
C -1.27786 -0.55402 0.51103
N 2.17953 -1.68290 0.98040
C 1.15710 -0.97128 0.74949
N -0.14450 -1.25193 1.12692
H -1.27249 1.94058 -1.72514
H -0.00400 1.59757 -0.53483
H -0.80107 -0.13580 -2.93611
H 0.52869 -0.49713 -1.84434
H -2.47908 -0.50142 -1.23266
H -1.39629 -1.86723 -1.18145
H -1.13952 0.51142 0.67993
H -2.16510 -0.86171 1.06144
H 1.97268 -2.56014 1.46018
H 1.25947 -0.02048 0.23741
H -0.31023 -2.23048 1.31326
H 0.14142 2.08453 2.14863
H 0.07921 0.61466 2.54149
O -0.02714 1.50574 2.90038

=====

[5]
23
Properties=species:S:1:pos:R:3 method="wB97M-V/def2-TZVPD" e_lumo_ha=0.012 largest_force_ev_per_a=3.1 relative_energy_ev=1.7576 e_homo_ev=-7.431 total_charge=0 orbital_gap_ha=0.286 spin_multiplicity=1
C 0.72629 -2.41732 0.45372
C 0.50528 -1.73196 -0.88358
C 0.29854 -1.47596 1.61274
C -1.43147 -0.69309 0.10332
C -0.24664 2.98303 -1.00353
N -0.83672 -1.13744 -0.97447
N -0.98845 -0.90204 1.32865
O -3.68022 0.41702 1.21277
O -3.10177 0.89096 -1.24061
P -3.33715 -0.28685 -0.08457
H -0.07266 -3.20135 0.69638
H 1.72889 -2.75680 0.61578
H 1.23876 -1.01436 -1.22668
H 0.64150 -2.36304 -1.76499
H 0.30482 -2.07126 2.54429
H 0.99776 -0.68172 1.66560
H 0.60008 3.26906 -0.32745
H -0.01730 3.36954 -1.96430
H -0.20099 1.93965 -1.15468
H -1.25965 -0.92740 -1.92095
H -1.60294 -0.60930 2.02759
H -1.07870 3.38687 -0.46871
H -2.72294 1.76522 -0.95756

=====

[6]
22
Properties=species:S:1:pos:R:3 method="wB97M-V/def2-TZVPD" e_lumo_ha="-0.181 / -0.181" largest_force_ev_per_a=4.1 relative_energy_ev=5.0925 e_homo_ev="-12.269 / -12.267" smiles="CC(C)(C)C(N)=[SH]#[N+]O" total_charge=+1 orbital_gap_ha="0.270 / 0.270" spin_multiplicity=1
C -0.25783 0.26310 -1.08041
C 1.03674 -1.61377 -0.22498
C -1.04023 -0.83653 0.97432
C 1.10699 0.61648 1.06396
C 0.17833 -0.33223 0.21518
N 1.01003 0.60603 -3.93873
N -1.29726 -0.03070 -1.77394
O 1.22812 -0.68382 -4.38900
S 1.24294 0.67451 -2.29869
H 0.42638 -2.56929 -0.44695
H 1.48285 -2.01108 0.79387
H 1.80519 -1.33197 -0.94932
H -1.63803 -0.08989 1.37021
H -0.61302 -1.33750 1.78767
H -1.68337 -1.53163 0.51564
H 0.40319 1.27773 1.41719
H 1.40635 -0.08496 1.80550
H 1.85292 0.95241 0.40480
H -2.11717 -0.54514 -1.24964
H -1.46971 0.41340 -2.75154
H 1.88284 -0.51198 -5.19072
H 1.31247 2.04642 -2.15126

=====

[7]
21
Properties=species:S:1:pos:R:3 method="wB97M-V/def2-TZVPD" e_lumo_ha=-0.103 largest_force_ev_per_a=5.1 relative_energy_ev=2.8268 e_homo_ev=-12.767 total_charge=+1 orbital_gap_ha=0.366 spin_multiplicity=1
C 1.43173 -1.90140 0.70234
C 0.32856 -2.10726 1.74245
C -0.07665 -0.30107 -0.21126
C 0.21795 1.85082 -1.39623
C -1.82666 1.43723 -0.31167
N 1.21121 -0.56419 0.21096
N -0.41915 1.16204 -0.25287
S -1.13815 -1.31120 0.97789
H 2.46641 -2.05189 1.05221
H 1.30683 -2.75625 0.03417
H 0.09463 -3.19738 1.81221
H 0.46344 -1.53309 2.79028
H -0.47561 -0.95423 -1.55559
H 0.02159 1.39200 -2.40607
H -0.25534 2.91958 -1.42764
H 1.26026 1.90260 -1.34433
H -2.34005 1.04391 0.58652
H -1.78105 2.53496 -0.25329
H -2.33363 1.08181 -1.14307
H 1.92137 -0.13472 -0.24453
H -0.07770 1.48773 0.63753

=====

[8]
21
Properties=species:S:1:pos:R:3 method="wB97M-V/def2-TZVPD" e_lumo_ha="0.150 / 0.145" largest_force_ev_per_a=4.2 relative_energy_ev=1.9765 e_homo_ev="1.320 / -4.059" total_charge=-1 orbital_gap_ha="0.102 / 0.294" spin_multiplicity=2
C 0.34719 -2.93865 -0.14031
C 0.72971 -1.46729 -0.02161
C -0.23614 -0.65250 -0.83334
C -0.12851 0.85291 -0.39017
C -1.26762 1.35942 0.14367
N -1.45832 2.72247 0.43793
N 1.05890 1.54610 -0.70450
N 0.80708 -1.06631 1.38603
H 1.16499 -3.46292 0.29133
H 0.20530 -3.32655 -1.19352
H -0.62836 -3.28813 0.24789
H 1.77249 -1.37029 -0.44305
H -1.23179 -1.08224 -0.74013
H 0.02010 -0.67779 -2.06494
H -2.04716 0.78368 0.64279
H -0.50713 3.27233 0.41658
H -2.18694 3.16007 -0.06445
H 1.71447 0.92260 -1.20765
H 1.50724 1.76830 0.20358
H 0.35756 -1.79503 1.96779
H 0.33779 -0.24314 1.55819

=====

[9]
21
Properties=species:S:1:pos:R:3 method="wB97M-V/def2-TZVPD" e_lumo_ha="0.005 / 0.005" largest_force_ev_per_a=2.5 relative_energy_ev=4.7812 e_homo_ev="-5.708 / -5.708" total_charge=0 orbital_gap_ha="0.215 / 0.215" spin_multiplicity=1
C 1.52666 1.33941 -0.08954
C 2.09923 -1.59219 -0.08740
C 0.77458 -0.98298 0.23497
N 0.52207 0.31391 0.07940
H 0.04988 -1.63421 0.71300
H 2.51389 0.92538 -0.29212
H 1.33141 2.02024 -0.92663
H 1.60619 1.96572 0.80409
H 2.79081 -1.49724 0.75870
H 2.57102 -1.13339 -0.95835
H 1.96399 -2.65696 -0.28414
C -1.81351 1.54343 0.20294
N -2.24446 -1.21993 0.33110
C -1.00360 0.52548 -0.58688
N -1.54001 -0.76579 -0.77529
H -1.68304 -1.36012 1.18824
H -2.64690 -2.12013 0.09330
H -0.75252 0.95078 -1.57381
H -1.28494 2.49871 0.25306
H -2.77027 1.69952 -0.29597
H -2.01046 1.18038 1.21135

=====

[10]
21
Properties=species:S:1:pos:R:3 method="wB97M-V/def2-TZVPD" e_lumo_ha=0.039 largest_force_ev_per_a=4.9 relative_energy_ev=3.5915 e_homo_ev=-8.822 smiles=C[C@H]1CN(C)N(C)N1 total_charge=0 orbital_gap_ha=0.363 spin_multiplicity=1
C 0.53890 1.01044 -0.20496
C 1.13386 -0.39774 -0.26317
C 1.16930 -0.92845 -1.63582
C -1.89614 0.54055 -0.53423
C -0.19962 0.03437 2.62953
N 0.30934 -1.30930 0.58262
N -0.82293 0.82586 0.41047
N -0.70130 -0.30603 1.26765
H 1.04290 1.59946 0.46313
H 0.37069 1.29998 -1.34740
H 2.18829 -0.37372 0.18512
H 1.21924 -2.07272 -1.67643
H 2.11818 -0.54198 -2.20531
H 0.36045 -0.42432 -2.20631
H -1.62987 1.10577 -1.40801
H -1.92646 -0.57143 -0.73045
H -2.80465 0.93992 -0.14293
H 0.73434 -0.35852 2.70907
H -0.13750 1.11340 2.62327
H -0.81384 -0.35581 3.45263
H -0.34222 -1.84715 0.00773